Entry from OMol25: a 12-piece molecular cluster, C48H96F8N12O28P4 overall (the ωB97M-V functional and the def2-TZVPD basis).

The geometry in XYZ format:
```
196
Properties=species:S:1:pos:R:3
C -31.83 -2.52 -6.34
N -31.05 -1.33 -6.05
C -31.14 -0.84 -4.68
P -29.90 -0.83 -7.10
O -29.43 0.51 -6.68
N -28.78 -2.08 -7.08
C -28.34 -2.56 -5.75
C -27.65 -2.00 -8.04
N -30.45 -0.76 -8.64
C -30.82 -1.93 -9.37
C -31.35 0.38 -8.82
H -31.41 -2.96 -7.20
H -32.82 -2.15 -6.65
H -31.87 -3.16 -5.49
H -30.91 -1.60 -3.90
H -32.22 -0.66 -4.53
H -30.49 0.03 -4.71
H -27.72 -1.78 -5.36
H -29.17 -2.83 -5.07
H -27.79 -3.48 -5.91
H -27.01 -2.90 -7.90
H -27.88 -2.10 -9.10
H -27.03 -1.12 -7.83
H -31.87 -2.03 -9.52
H -30.29 -1.84 -10.34
H -30.50 -2.86 -8.87
H -32.30 0.24 -8.30
H -31.72 0.36 -9.81
H -30.82 1.29 -8.53
C -22.47 -0.29 -8.20
N -21.27 -0.93 -7.74
C -20.29 -1.16 -8.82
P -20.91 -1.07 -6.14
O -22.00 -1.69 -5.34
N -19.48 -1.87 -6.07
C -18.40 -1.69 -5.21
C -19.55 -3.24 -6.61
N -20.40 0.36 -5.56
C -20.58 0.79 -4.16
C -20.03 1.42 -6.39
H -23.05 0.01 -7.34
H -23.03 -1.02 -8.81
H -22.12 0.57 -8.84
H -19.99 -0.25 -9.30
H -20.64 -1.90 -9.59
H -19.42 -1.61 -8.36
H -18.21 -0.62 -4.92
H -18.50 -2.28 -4.29
H -17.43 -2.06 -5.56
H -20.40 -3.46 -7.25
H -18.70 -3.38 -7.25
H -19.60 -3.98 -5.82
H -21.38 1.55 -4.13
H -20.86 -0.08 -3.59
H -19.70 1.26 -3.73
H -19.85 1.02 -7.37
H -19.14 1.96 -5.98
H -20.83 2.17 -6.34
C -31.32 6.14 -3.70
N -31.88 5.08 -2.91
C -32.33 5.45 -1.61
P -32.12 3.51 -3.30
O -31.76 2.54 -2.19
N -33.72 3.28 -3.66
C -34.37 4.24 -4.48
C -34.34 1.99 -3.37
N -31.33 3.43 -4.71
C -29.92 3.71 -4.68
C -31.81 2.68 -5.90
H -31.81 7.08 -3.51
H -31.45 5.95 -4.79
H -30.23 6.34 -3.46
H -32.66 4.54 -1.04
H -33.20 6.12 -1.61
H -31.54 5.91 -1.03
H -35.40 4.30 -4.18
H -33.81 5.15 -4.31
H -34.27 3.98 -5.55
H -34.77 1.48 -4.25
H -33.71 1.29 -2.83
H -35.27 2.18 -2.80
H -29.76 4.54 -5.39
H -29.79 4.04 -3.66
H -29.30 2.84 -4.83
H -31.73 3.39 -6.72
H -32.88 2.46 -5.93
H -31.26 1.76 -6.07
C -21.85 -6.50 -5.97
N -23.14 -6.86 -6.38
C -23.63 -8.12 -5.78
P -23.58 -6.28 -7.87
O -22.82 -6.65 -9.03
N -25.11 -6.84 -7.98
C -25.36 -8.04 -8.64
C -26.15 -6.33 -7.16
N -23.40 -4.68 -7.66
C -23.81 -3.90 -6.52
C -23.41 -3.88 -8.95
H -21.58 -5.50 -6.24
H -21.07 -7.13 -6.41
H -21.73 -6.64 -4.91
H -24.67 -8.29 -6.07
H -23.64 -8.00 -4.69
H -22.97 -8.98 -6.01
H -26.28 -7.98 -9.28
H -24.53 -8.31 -9.23
H -25.58 -8.90 -7.91
H -25.71 -6.04 -6.22
H -26.60 -5.47 -7.65
H -26.91 -7.09 -6.90
H -23.21 -4.16 -5.63
H -23.61 -2.81 -6.73
H -24.83 -3.97 -6.27
H -22.60 -3.10 -8.81
H -24.35 -3.36 -9.13
H -23.13 -4.57 -9.72
O -23.84 -0.31 -0.24
C -24.22 -1.23 0.48
O -25.07 -2.17 0.13
C -25.31 -3.03 1.24
C -24.32 -2.51 2.27
F -23.19 -3.41 2.36
O -23.87 -1.32 1.81
H -26.39 -2.99 1.49
H -25.05 -4.05 1.04
H -24.67 -2.39 3.27
O -23.81 -6.04 -1.18
C -23.00 -5.32 -1.63
O -22.49 -4.25 -0.96
C -21.62 -3.49 -1.83
C -21.68 -4.22 -3.19
F -20.45 -4.78 -3.40
O -22.60 -5.29 -2.93
H -22.07 -2.51 -1.88
H -20.60 -3.56 -1.44
H -22.01 -3.61 -4.04
O -27.16 1.33 -3.77
C -26.13 0.75 -3.79
O -25.12 0.84 -2.93
C -24.11 -0.11 -3.27
C -24.78 -0.96 -4.30
F -25.29 -2.10 -3.62
O -25.84 -0.18 -4.76
H -23.22 0.40 -3.60
H -24.02 -0.59 -2.29
H -24.23 -1.31 -5.17
O -27.26 -0.31 1.01
C -28.05 -0.06 0.16
O -27.81 0.02 -1.14
C -29.05 0.56 -1.73
C -30.16 0.33 -0.74
F -30.87 -0.84 -1.12
O -29.44 -0.08 0.42
H -28.92 1.65 -1.81
H -29.28 0.29 -2.73
H -30.83 1.19 -0.66
O -23.55 2.63 -5.49
C -23.51 3.73 -5.01
O -22.40 4.27 -4.51
C -22.75 5.58 -3.87
C -24.08 5.87 -4.52
F -23.98 6.56 -5.69
O -24.55 4.56 -4.84
H -22.84 5.36 -2.81
H -22.01 6.26 -4.23
H -24.91 6.31 -3.99
O -28.98 6.59 -7.29
C -28.33 5.61 -7.36
O -28.65 4.59 -8.21
C -27.94 3.43 -7.80
C -26.76 3.99 -6.92
F -25.53 4.13 -7.61
O -27.25 5.25 -6.54
H -28.60 2.79 -7.20
H -27.61 2.97 -8.70
H -26.54 3.43 -6.02
O -26.38 5.49 -1.05
C -25.69 4.59 -0.78
O -26.07 3.34 -0.45
C -24.97 2.47 -0.14
C -23.80 3.30 -0.66
F -23.49 2.90 -1.94
O -24.33 4.59 -0.70
H -24.87 2.33 0.94
H -25.14 1.55 -0.66
H -22.88 3.27 -0.07
O -28.35 -5.70 -4.17
C -28.08 -5.11 -3.19
O -28.79 -4.16 -2.57
C -27.89 -3.32 -1.80
C -26.90 -4.39 -1.41
F -27.24 -5.02 -0.24
O -26.89 -5.34 -2.50
H -27.42 -2.59 -2.49
H -28.44 -2.83 -1.05
H -25.88 -4.06 -1.27
```

## Properties
ΔE to the lowest compared entry with this formula, charge and spin: 0.000 eV
Frontier orbital gap: 8.82 eV
E_LUMO: 0.3 eV
SMILES: CN(C)P(=O)(N(C)C)N(C)C.CN(C)P(=O)(N(C)C)N(C)C.CN(C)P(=O)(N(C)C)N(C)C.CN(C)P(=O)(N(C)C)N(C)C.O=C1OC[C@@H](F)O1.O=C1OC[C@@H](F)O1.O=C1OC[C@@H](F)O1.O=C1OC[C@@H](F)O1.O=C1OC[C@@H](F)O1.O=C1OC[C@@H](F)O1.O=C1OC[C@@H](F)O1.O=C1OC[C@@H](F)O1
Charge: 0
E_HOMO: -8.5 eV

=====

Entry from OMol25: a 3-piece molecular cluster, C38H77BN9O6 overall (the ωB97M-V functional and the def2-TZVPD basis).

The geometry in XYZ format:
```
131
Properties=species:S:1:pos:R:3
C 3.37 -3.75 4.89
C 1.82 -3.51 4.80
B 1.67 -2.03 4.30
O 1.94 -1.02 5.20
C 1.21 -1.66 2.79
C 2.45 -1.77 1.87
C 2.96 -3.03 1.67
C 4.07 -3.20 0.86
C 4.61 -2.06 0.30
C 4.05 -0.85 0.60
N 2.98 -0.65 1.38
N 0.25 -2.75 2.37
C -0.36 -2.52 1.16
N -0.84 -3.55 0.50
C -1.60 -3.42 -0.75
N -0.81 -3.67 -1.96
C -1.29 -4.88 -2.67
C -0.65 -4.91 1.04
C 0.71 -5.54 0.80
C 1.47 -5.29 -0.46
N 1.24 -6.29 1.68
N -0.52 -1.26 0.65
C 0.47 -0.85 -0.39
C -0.09 -0.48 -1.78
C 0.45 0.85 -2.30
C 1.98 0.91 -2.25
O 2.32 1.73 -1.12
C 3.62 2.02 -1.01
C 3.93 2.97 0.10
O 4.49 1.58 -1.74
C -0.73 -0.33 1.78
C -1.28 1.00 1.37
O -0.48 1.74 0.46
O -1.36 2.60 -0.26
C 0.42 -0.33 2.84
C 1.23 0.96 2.98
C 0.66 2.10 3.85
O 0.22 3.22 3.07
C -0.48 1.76 4.82
N -1.25 2.90 5.30
H 3.93 -2.86 4.61
H 3.68 -4.57 4.26
H 3.65 -3.96 5.92
H 1.36 -4.25 4.16
H 1.44 -3.61 5.81
H 1.33 -1.11 5.94
H 2.52 -3.90 2.12
H 4.49 -4.18 0.69
H 5.47 -2.12 -0.36
H 4.51 0.04 0.18
H -0.43 -2.94 3.11
H -2.39 -4.16 -0.69
H -2.09 -2.46 -0.81
H -1.05 -2.91 -2.58
H -1.31 -5.74 -2.02
H -2.29 -4.69 -3.05
H -0.66 -5.04 -3.54
H -0.88 -4.90 2.10
H -1.39 -5.55 0.58
H 0.91 -5.73 -1.28
H 2.43 -5.79 -0.43
H 1.56 -4.24 -0.70
H 0.64 -6.40 2.50
H 1.16 -1.68 -0.53
H 1.08 -0.03 -0.04
H -1.17 -0.52 -1.82
H 0.25 -1.23 -2.49
H 0.02 1.70 -1.79
H 0.18 0.90 -3.35
H 2.36 -0.09 -2.04
H 2.41 1.27 -3.17
H 3.66 2.56 1.07
H 3.34 3.87 -0.01
H 4.98 3.21 0.12
H -1.57 -0.78 2.30
H -2.24 0.81 0.89
H -1.51 1.64 2.22
H -1.67 2.06 -1.01
H -0.13 -0.41 3.78
H 1.45 1.34 1.99
H 2.20 0.70 3.38
H 1.48 2.47 4.46
H 0.82 3.34 2.34
H -1.19 1.06 4.37
H -0.06 1.24 5.68
H -0.65 3.70 5.41
H -1.97 3.13 4.64
C 1.13 5.54 -1.92
C 1.64 6.71 -2.75
N 3.06 6.65 -3.03
C 3.59 7.89 -3.57
C 3.08 8.35 -4.94
C 3.53 5.43 -3.66
C 2.88 5.02 -4.99
H 1.69 5.43 -0.99
H 0.08 5.71 -1.66
H 1.18 4.60 -2.47
H 1.45 7.63 -2.19
H 1.04 6.77 -3.66
H 4.68 7.82 -3.61
H 3.37 8.68 -2.85
H 3.50 7.76 -5.76
H 3.38 9.39 -5.11
H 1.99 8.31 -5.01
H 3.38 4.61 -2.95
H 4.61 5.49 -3.79
H 1.80 5.12 -4.97
H 3.11 3.98 -5.20
H 3.27 5.61 -5.83
C -4.63 -0.03 -0.27
C -5.91 -0.45 -0.97
N -5.86 -1.80 -1.49
C -6.94 -2.12 -2.41
C -8.37 -2.12 -1.85
C -5.53 -2.83 -0.52
C -6.43 -2.98 0.72
H -3.77 -0.18 -0.94
H -4.67 1.02 0.00
H -4.46 -0.60 0.64
H -6.07 0.23 -1.82
H -6.76 -0.29 -0.29
H -6.74 -3.09 -2.87
H -6.90 -1.40 -3.23
H -8.57 -3.00 -1.24
H -9.08 -2.15 -2.68
H -8.59 -1.23 -1.27
H -4.50 -2.65 -0.17
H -5.48 -3.79 -1.04
H -6.66 -2.01 1.17
H -5.91 -3.57 1.47
H -7.36 -3.48 0.49
```

## Properties
Frontier orbital gap: 6.67 eV
E_LUMO: -2.8 eV
Charge: +1
E_HOMO: -9.5 eV

=====

Entry from OMol25: a 2-piece molecular cluster, C5H12O2 overall (the ωB97M-V functional and the def2-TZVPD basis).

The geometry in XYZ format:
```
19
Properties=species:S:1:pos:R:3
C -1.47 1.16 -1.53
C -1.40 0.43 -0.21
C -0.38 0.12 0.59
O -0.65 -0.85 1.53
C 0.97 0.77 0.76
C 2.21 -0.13 0.72
H -0.49 1.27 -2.02
H -2.09 0.55 -2.20
H -1.94 2.15 -1.46
H -2.34 -0.03 0.09
H 0.16 -1.11 1.99
H 0.92 1.23 1.76
H 1.08 1.60 0.06
H 2.18 -0.93 1.47
H 2.34 -0.61 -0.26
H 3.11 0.46 0.93
O -0.75 -2.37 -0.97
H -0.26 -1.55 -1.11
H -1.22 -2.16 -0.15
```

## Properties
ΔE to the lowest compared entry with this formula, charge and spin: 1.301 eV
Frontier orbital gap: 9.37 eV
E_LUMO: 0.7 eV
SMILES: C/C=C(/O)CC.O
Charge: 0
E_HOMO: -8.7 eV

=====

Entry from OMol25: one molecule with the formula C21H23N3O3 (the ωB97M-V functional and the def2-TZVPD basis).

The geometry in XYZ format:
```
50
Properties=species:S:1:pos:R:3
C -1.56 3.24 -2.53
N -1.37 2.45 -1.31
C -1.64 1.05 -1.28
C -1.39 0.63 0.02
C -0.88 1.79 0.76
C -0.50 1.89 2.08
C -0.03 3.12 2.57
C 0.10 4.22 1.68
C -0.35 4.14 0.34
C -0.86 2.89 -0.09
C -1.65 -0.76 0.50
N -1.66 -1.67 -0.65
C -1.74 -3.13 -0.31
C -0.43 -3.64 0.30
C 0.61 -3.73 -0.77
O 1.90 -3.57 -0.23
C 2.27 -2.32 0.18
C 1.78 -1.11 -0.30
C 2.24 0.12 0.21
C 3.17 0.14 1.26
N 3.67 1.34 1.82
O 4.42 1.26 2.81
O 3.33 2.40 1.30
C 3.65 -1.07 1.73
C 3.21 -2.27 1.18
C -2.51 -1.23 -1.79
C -2.05 0.12 -2.34
H -1.18 4.26 -2.41
H -1.01 2.80 -3.34
H -2.60 3.30 -2.81
H -0.52 0.98 2.71
H 0.32 3.16 3.62
H 0.55 5.12 2.05
H -0.26 5.01 -0.34
H -2.58 -0.77 1.07
H -0.83 -0.99 1.19
H -1.96 -3.67 -1.23
H -2.56 -3.34 0.39
H -0.53 -4.64 0.77
H -0.08 -2.96 1.09
H 0.41 -2.94 -1.52
H 0.51 -4.68 -1.33
H 0.97 -1.06 -1.04
H 1.83 1.04 -0.25
H 4.35 -1.14 2.53
H 3.62 -3.16 1.61
H -2.54 -1.96 -2.60
H -3.52 -1.16 -1.37
H -1.21 -0.08 -3.00
H -2.89 0.57 -2.90
```

## Properties
ΔE to the lowest compared entry with this formula, charge and spin: 6.060 eV
Frontier orbital gap: 7.43 eV
E_LUMO: -0.2 eV
SMILES: Cn1c2c(c3ccccc31)CN(CCCOc1ccc([N+](=O)[O-])cc1)CC2
Charge: 0
E_HOMO: -7.7 eV